Record 1
{"formula": "C18H48O6Ti", "method": "ωB97M-V/def2-TZVPD", "homo_ev": [-6.967, -12.609], "lumo_ev": [-2.17, -2.20], "de_lowest_ev": 0.989, "gap_ev": [4.80, 10.41], "e_tot_ev": -54836.678, "total_charge": 1, "spin_multiplicity": 4, "elements": ["Ti", "O", "O", "O", "O", "O", "O", "C", "C", "C", "C", "C", "C", "C", "C", "C", "C", "C", "C", "C", "C", "C", "C", "C", "C", "H", "H", "H", "H", "H", "H", "H", "H", "H", "H", "H", "H", "H", "H", "H", "H", "H", "H", "H", "H", "H", "H", "H", "H", "H", "H", "H", "H", "H", "H", "H", "H", "H", "H", "H", "H", "H", "H", "H", "H", "H", "H", "H", "H", "H", "H", "H", "H"], "positions_angstrom": [[0.19382, 0.31670, 0.51103], [-3.81105, -1.45087, -1.96183], [1.77756, 0.70817, 2.21254], [1.97301, -0.32206, -1.10821], [-0.09000, 1.94826, -1.10435], [-0.37141, -1.86519, 0.65556], [-1.96983, 0.81308, 1.55428], [2.27898, -1.58787, -1.78124], [2.76491, 1.42439, 1.49906], [3.54601, -2.22992, -1.22485], [0.03421, -2.68243, 2.94036], [-2.42821, -2.46416, -3.66179], [-2.83382, -1.14424, -2.97141], [-1.05833, 2.91844, -1.22825], [-2.16281, 1.21970, 2.86148], [-0.60460, 4.19768, -0.54194], [-3.24486, 2.29718, 2.78697], [3.04997, 2.69604, 2.23819], [3.92465, 0.48551, 1.34249], [-1.34351, 3.23817, -2.74524], [0.51780, -4.06605, 0.91895], [-1.70319, -0.38083, -2.28722], [2.46700, -1.24219, -3.29618], [-2.66545, -0.00706, 3.69375], [0.46227, -2.65245, 1.46167], [4.45074, 0.35523, 2.28820], [-2.05734, -3.18828, -2.93639], [3.41657, -2.52666, -0.18403], [-4.61894, -1.69204, -2.42092], [-1.99268, 2.67787, -0.72107], [1.49382, -0.91245, -3.65990], [-3.26099, -2.88713, -4.22364], [2.09538, 0.46801, -1.63966], [2.25927, 3.44323, 2.17048], [-3.29202, 3.04806, 3.57566], [-0.06819, -1.65587, 3.29220], [2.71626, -2.08401, -3.94217], [-0.91293, -3.20127, 3.08807], [2.26184, 1.57344, 0.54365], [-0.49137, 3.70949, -3.23492], [3.81762, -3.11150, -1.80548], [1.42700, -2.16863, 1.30900], [-3.14542, 2.78873, 1.81919], [1.45206, -2.27286, -1.59388], [-0.11915, 4.00218, 0.41421], [-1.68851, -2.22056, -4.42443], [-0.88719, -0.97715, -1.87897], [-1.88308, -0.73741, 3.90010], [-3.21744, -0.42384, -3.69389], [-3.60831, -0.42119, 3.33655], [-1.32779, 0.24731, -3.09507], [2.22168, 0.23311, 2.91870], [-0.32930, -4.64723, 1.28333], [-1.98876, 0.28145, -1.46995], [-2.20311, 3.89167, -2.59640], [-1.23127, -2.29012, 0.69633], [4.68998, 0.80752, 0.63633], [0.56907, -4.21027, -0.16025], [4.37120, -1.51869, -1.18843], [-4.25459, 1.89567, 2.70125], [1.33197, -4.60965, 1.39824], [-1.70090, 2.41920, -3.36946], [0.49920, 2.12660, -1.84097], [3.17481, -0.44272, -3.51516], [0.77899, -3.10999, 3.61163], [-2.85927, 0.66643, 1.22414], [-1.14357, 1.44680, 3.17399], [0.06920, 4.78078, -1.16971], [3.65790, -0.52567, 1.03517], [3.93896, 3.16915, 1.82111], [-2.86531, 0.34385, 4.70617], [3.22308, 2.50698, 3.29762], [-1.47230, 4.78442, -0.24042]], "forces_ev_per_a": [[-0.588, 0.182, -0.508], [0.035, 0.393, -0.196], [-1.387, -0.636, 0.481], [-0.468, -0.611, 1.027], [1.217, -1.687, 0.378], [-0.815, 0.333, -0.001], [0.635, -0.888, -2.217], [1.381, 0.994, -1.418], [-0.044, -0.442, -0.031], [-0.151, 0.475, 0.635], [0.411, 0.881, -0.219], [0.071, 1.183, -0.277], [-0.070, -0.784, 1.073], [-1.068, 2.397, -1.294], [-1.138, -1.232, 1.700], [-0.153, 0.313, 0.444], [0.045, 0.733, -0.061], [0.590, 0.834, -0.263], [1.314, -0.322, -0.148], [-0.828, -0.268, 1.676], [0.070, -0.989, 0.649], [0.404, -0.073, -0.583], [-1.243, -0.455, 0.372], [0.613, 1.272, 0.973], [0.949, -1.243, 0.414], [0.036, 0.192, 0.295], [0.067, 0.089, -0.075], [-0.196, -0.225, 0.044], [-0.191, -0.152, 0.086], [0.133, -0.960, -0.139], [-0.116, 0.195, -0.114], [-0.179, -0.041, 0.239], [0.353, -0.473, -0.531], [-0.232, -0.257, -0.077], [0.281, -0.127, 0.040], [-0.190, 0.121, -0.058], [0.184, -0.195, 0.355], [-0.016, -0.041, -0.119], [0.323, 0.522, -0.298], [-0.097, 0.278, 0.128], [-0.006, 0.087, -0.010], [0.269, -0.049, 0.441], [0.394, 0.511, 0.142], [-0.277, 0.300, -0.239], [0.227, -0.368, -0.062], [0.365, -0.256, 0.071], [0.041, -0.390, -0.198], [-0.148, -0.241, -0.719], [-0.515, -0.221, -0.195], [0.225, -0.152, -0.312], [0.604, 0.114, 0.278], [-0.119, -0.206, 0.241], [-0.476, 0.144, -0.175], [-0.637, -0.028, -0.188], [0.185, 0.570, -0.853], [-0.575, 0.295, -0.263], [-0.075, 0.295, -0.067], [0.166, 0.428, 0.014], [0.081, 0.010, -0.416], [0.001, -0.605, 0.364], [0.378, 0.116, -0.207], [0.153, -0.254, 0.333], [0.353, -0.293, -0.056], [0.232, -0.039, 0.474], [0.092, -0.351, -0.306], [0.005, -0.345, -0.663], [-0.306, 0.811, 0.486], [-0.030, 0.128, 0.052], [-0.485, 0.214, -0.133], [0.151, 0.054, 0.096], [-0.310, 0.260, 0.126], [0.118, -0.141, -0.007], [-0.021, 0.317, -0.430]]}

Record 2
{"formula": "C18H49BO12P", "method": "ωB97M-V/def2-TZVPD", "homo_ev": -10.892, "lumo_ev": -3.92, "gap_ev": 6.98, "e_tot_ev": -53982.953, "total_charge": 1, "elements": ["P", "O", "O", "O", "O", "O", "O", "O", "O", "O", "O", "O", "O", "C", "C", "C", "C", "C", "C", "C", "C", "C", "C", "C", "C", "C", "C", "C", "C", "C", "C", "B", "H", "H", "H", "H", "H", "H", "H", "H", "H", "H", "H", "H", "H", "H", "H", "H", "H", "H", "H", "H", "H", "H", "H", "H", "H", "H", "H", "H", "H", "H", "H", "H", "H", "H", "H", "H", "H", "H", "H", "H", "H", "H", "H", "H", "H", "H", "H", "H", "H"], "positions_angstrom": [[-3.33212, 0.14560, -0.25948], [0.82901, 2.09682, -4.96881], [-5.86691, -0.65962, 0.09884], [3.12551, -2.35133, -5.10301], [3.89104, 1.32804, 2.06327], [-3.46849, -0.54195, -1.67849], [5.51857, -3.73839, -4.12685], [-3.76292, 0.29509, 6.81623], [2.01995, 2.64575, 3.88663], [-3.74820, 0.41987, 3.88616], [-0.81346, 0.52209, 1.10496], [-0.83978, 1.10363, -2.77116], [-6.08618, -2.07507, 0.19784], [-3.03683, -0.59068, 5.99143], [5.02172, -4.96297, -4.63444], [0.38583, 0.72733, -2.15920], [4.38262, -1.73104, -4.87673], [-5.16116, 0.06563, 6.82783], [1.05952, 1.69430, 3.49298], [-4.70179, -0.38153, 0.83143], [5.53691, -2.68939, -5.07671], [-0.48712, 2.53813, -4.71801], [2.46754, -2.74277, -3.91796], [-1.26022, -1.91153, 0.49978], [-2.62542, 0.06934, 4.69274], [3.25553, 2.06931, 4.28722], [-4.12141, 1.78397, 4.01385], [3.37480, 2.08281, 0.98766], [-0.83014, 2.44976, -3.24497], [0.91081, 0.79293, -5.52094], [4.28439, 2.11366, 3.17870], [-1.59296, -0.40069, 0.53141], [4.45743, 3.15028, 2.87221], [-5.56716, -0.00952, 5.81511], [0.49901, 1.18756, -1.17103], [-3.40279, 2.43990, 3.50714], [-1.20946, 1.96185, -5.30640], [2.60393, 2.78573, 1.31858], [0.37455, -0.35764, -2.05142], [0.29775, 0.07937, -4.96322], [-2.00537, -0.62559, 4.11766], [4.06902, -4.82836, -5.15344], [5.51328, -3.09089, -6.09514], [-2.06650, -2.55440, 0.14439], [6.47395, -2.13887, -4.95265], [-0.96110, -2.24820, 1.49689], [0.59853, 0.78990, -6.56929], [-3.44571, 1.53524, -0.41505], [-5.10270, 1.90097, 3.55338], [-6.30610, -2.29071, -0.72071], [1.46931, 0.97008, 2.78474], [-1.03823, 1.45305, 1.00322], [-5.40403, -0.84981, 7.37580], [-1.82883, 2.86724, -3.08370], [-5.61942, 0.91074, 7.33698], [1.24209, 1.01083, -2.77238], [-3.61877, -1.49549, 5.78497], [2.06957, -1.86686, -3.38691], [3.10290, 1.03286, 4.60688], [5.73793, -5.42238, -5.32333], [-4.36552, -1.25423, 1.39476], [-2.13071, -0.88867, 6.52735], [3.62457, 2.63706, 5.14443], [5.22809, 1.71083, 3.55547], [3.13057, -3.29001, -3.24362], [2.94167, 1.37599, 0.27942], [4.16594, 2.64401, 0.47930], [-4.87158, 0.42347, 1.55384], [-0.56058, 3.58511, -5.02647], [4.87847, -5.62793, -3.78466], [4.47833, -0.90469, -5.58692], [1.95216, 0.48181, -5.46639], [-2.02681, 0.96089, 4.90638], [1.63623, -3.38644, -4.20300], [-4.18775, 2.08419, 5.06011], [4.42320, -1.31542, -3.86339], [0.24743, 2.24640, 3.01651], [0.65094, 1.15507, 4.35670], [-3.96536, -0.07672, -2.36377], [-0.11479, 3.04463, -2.66729], [-0.39619, -2.06932, -0.15430]], "forces_ev_per_a": [[0.230, 0.048, -0.137], [0.018, -0.029, 0.091], [0.005, 0.109, 0.046], [-0.004, 0.004, 0.001], [-0.084, -0.013, 0.031], [0.024, -0.072, 0.094], [-0.078, 0.025, 0.034], [-0.003, 0.081, -0.083], [0.014, -0.008, -0.024], [0.081, 0.033, -0.215], [-0.087, -0.067, -0.129], [-0.105, 0.077, 0.270], [0.104, 0.058, -0.084], [-0.001, -0.036, 0.054], [0.025, -0.014, -0.008], [0.067, -0.071, -0.109], [-0.010, 0.037, 0.005], [-0.007, -0.030, 0.038], [-0.010, 0.034, -0.006], [-0.010, -0.046, 0.216], [0.049, -0.019, -0.013], [0.003, 0.015, -0.041], [-0.032, 0.012, 0.016], [-0.064, -0.040, 0.036], [0.022, -0.002, 0.005], [-0.002, -0.027, 0.015], [-0.047, -0.004, 0.052], [0.024, 0.001, -0.017], [0.011, 0.010, -0.026], [0.042, -0.029, -0.038], [0.050, 0.013, -0.021], [0.039, 0.019, 0.008], [-0.003, -0.003, 0.010], [-0.003, 0.016, 0.002], [0.003, 0.033, -0.014], [0.017, -0.002, 0.016], [-0.002, 0.000, 0.011], [-0.011, -0.010, -0.005], [-0.010, 0.005, 0.022], [0.008, -0.010, -0.006], [-0.001, -0.007, -0.001], [-0.007, -0.005, 0.013], [-0.006, 0.005, 0.004], [0.022, 0.015, -0.011], [0.004, -0.004, -0.008], [0.027, 0.022, -0.033], [-0.031, 0.001, 0.010], [-0.056, -0.012, -0.098], [0.008, 0.006, -0.010], [-0.028, -0.022, 0.003], [-0.022, 0.003, -0.013], [0.017, 0.027, 0.107], [0.006, -0.010, -0.017], [-0.009, -0.007, -0.012], [0.000, -0.011, 0.014], [-0.004, -0.023, -0.008], [0.003, 0.008, -0.012], [0.018, -0.003, 0.018], [0.006, 0.009, 0.012], [-0.006, 0.013, -0.014], [-0.115, -0.004, -0.009], [-0.005, -0.015, 0.001], [-0.001, 0.012, -0.006], [0.003, 0.000, -0.006], [0.005, -0.010, -0.016], [0.016, 0.003, -0.010], [0.000, 0.014, 0.016], [-0.075, -0.077, -0.005], [-0.011, -0.003, -0.010], [0.015, -0.007, -0.005], [0.003, -0.005, -0.007], [-0.003, -0.003, -0.016], [0.002, -0.008, -0.009], [-0.005, 0.015, -0.014], [-0.012, -0.002, -0.004], [0.000, 0.007, -0.008], [-0.019, 0.002, 0.034], [0.029, -0.010, 0.007], [-0.012, -0.017, -0.003], [-0.014, 0.001, 0.007], [-0.010, 0.006, 0.018]]}

Record 3
{"formula": "C18H49BO6", "method": "ωB97M-V/def2-TZVPD", "homo_ev": -10.022, "lumo_ev": 0.75, "gap_ev": 10.77, "e_tot_ev": -32422.988, "smiles": "CC(C)O.CC(C)O.CC(C)O.CC(C)O.CC(C)O.CBOCC", "elements": ["O", "O", "O", "O", "O", "O", "C", "C", "C", "C", "C", "C", "C", "C", "C", "C", "C", "C", "C", "C", "C", "C", "C", "C", "B", "H", "H", "H", "H", "H", "H", "H", "H", "H", "H", "H", "H", "H", "H", "H", "H", "H", "H", "H", "H", "H", "H", "H", "H", "H", "H", "H", "H", "H", "H", "H", "H", "H", "H", "H", "H", "H", "H", "H", "H", "H", "H", "H", "H", "H", "H", "H", "H", "H"], "positions_angstrom": [[-3.46740, -4.60536, -1.41438], [0.29734, -2.51234, -0.14160], [5.99433, 4.42175, 3.87413], [4.33738, 0.19413, 1.88385], [-8.02880, -3.35787, -5.01774], [4.37479, 5.15187, 1.34049], [-1.72780, -1.32325, -0.78309], [3.19334, 4.05813, -0.47630], [3.61409, 0.30692, 3.11561], [5.38500, 3.17031, 0.39850], [5.78744, 5.43142, 4.86147], [4.30344, 5.68817, 5.07909], [6.53496, 6.70431, 4.49912], [-9.81724, -2.74457, -3.49485], [-10.30200, -3.88491, -5.69202], [2.71588, -1.95860, -0.54966], [4.54345, 4.40260, 0.12830], [-1.06842, -2.66651, -0.54287], [-4.00697, -4.18484, -2.66987], [4.10062, -0.72811, 4.11284], [3.69556, 1.72803, 3.65886], [-5.48847, -3.87271, -2.55470], [-9.32169, -3.72997, -4.54092], [-3.72397, -5.21503, -3.75100], [1.25474, -2.21638, -1.04178], [-9.16139, -4.70237, -4.07116], [7.59588, 6.49744, 4.36002], [3.78980, 4.76267, 5.34313], [3.85354, 4.60327, 1.94025], [5.14952, -0.54555, 4.36346], [-10.44180, -2.92568, -6.19861], [4.73180, 2.01298, 3.85715], [-8.10676, -2.50013, -5.44869], [6.42573, 7.46142, 5.27705], [6.14076, 7.11515, 3.56585], [3.12740, 1.84167, 4.58413], [-9.92675, -4.60285, -6.42060], [3.31157, 3.52629, -1.42062], [5.27040, 0.33216, 2.08095], [-9.94327, -1.75394, -3.94107], [-5.89657, -3.50477, -3.49605], [-10.77915, -3.05439, -3.08482], [6.35061, 3.45322, 0.82156], [-2.66701, -1.46582, -1.32088], [5.64110, 4.75534, 3.03667], [4.14023, 6.41573, 5.87532], [-5.66345, -3.12537, -1.77984], [-3.46193, -3.26647, -2.90068], [3.40160, -1.83056, -1.38727], [-4.08512, -4.87482, -4.72202], [5.07941, 5.07837, -0.54024], [-1.57456, -3.19175, 0.26499], [2.74081, -1.04919, 0.05823], [-6.04230, -4.77694, -2.28402], [3.85519, 6.08495, 4.16481], [4.87526, 2.52235, 1.11244], [3.06911, -2.77547, 0.08291], [2.63136, 3.41183, 0.20429], [3.29379, 2.42731, 2.92405], [2.60939, 4.96118, -0.65318], [-4.22977, -6.15547, -3.51403], [-2.65450, -5.41212, -3.82326], [-9.10041, -2.66097, -2.67823], [-11.27605, -4.22378, -5.33742], [2.57808, 0.08960, 2.84721], [-3.91083, -5.42298, -1.16516], [5.56059, 2.58921, -0.50728], [3.52113, -0.68865, 5.03605], [-1.95762, -0.82106, 0.15758], [-1.08933, -0.66920, -1.37699], [0.94191, -2.16807, -2.20837], [-1.13049, -3.30887, -1.42254], [6.21526, 5.00722, 5.77240], [4.01828, -1.72931, 3.69103]], "forces_ev_per_a": [[-0.023, 0.037, -0.038], [-0.155, 0.063, 0.249], [-0.105, 0.062, -0.002], [-0.154, 0.043, 0.125], [0.019, -0.004, -0.013], [0.020, -0.004, 0.164], [-0.165, -0.011, 0.034], [-0.017, 0.054, 0.062], [0.010, 0.079, -0.009], [0.128, 0.007, 0.065], [0.039, -0.040, 0.027], [0.009, -0.085, -0.035], [0.019, -0.018, -0.046], [0.061, 0.017, -0.006], [0.057, 0.008, -0.031], [-0.129, 0.032, -0.169], [0.036, -0.082, -0.082], [-0.011, -0.059, 0.030], [-0.010, 0.000, -0.064], [0.021, -0.011, 0.008], [0.066, -0.064, -0.065], [0.000, 0.021, 0.077], [-0.054, -0.019, 0.041], [0.041, -0.017, 0.041], [0.044, -0.103, -0.245], [-0.007, -0.016, 0.008], [-0.005, -0.006, 0.003], [0.010, 0.006, -0.004], [-0.107, 0.019, -0.036], [-0.002, 0.011, 0.029], [-0.025, 0.006, 0.007], [-0.004, 0.016, 0.035], [0.002, 0.028, -0.026], [-0.007, -0.001, 0.011], [-0.009, 0.011, 0.002], [-0.001, -0.053, -0.015], [0.005, -0.002, 0.004], [0.014, -0.008, -0.002], [0.039, -0.011, -0.009], [-0.026, 0.002, 0.001], [-0.014, -0.021, -0.009], [-0.008, -0.009, -0.006], [-0.011, 0.010, -0.018], [-0.014, 0.012, 0.030], [0.091, 0.030, -0.109], [0.011, 0.004, 0.008], [0.017, -0.002, 0.003], [0.008, 0.014, -0.006], [0.092, 0.006, 0.098], [-0.014, 0.009, 0.000], [-0.001, 0.043, 0.027], [0.024, -0.050, -0.017], [0.115, -0.023, 0.033], [-0.009, -0.011, -0.021], [-0.018, 0.036, -0.029], [-0.030, -0.056, -0.032], [0.030, 0.025, 0.048], [0.006, -0.032, -0.017], [-0.038, 0.023, -0.003], [0.003, 0.002, -0.002], [-0.019, -0.002, -0.019], [0.000, 0.005, 0.004], [0.004, -0.006, -0.003], [-0.004, 0.002, 0.013], [0.012, -0.047, -0.051], [-0.007, -0.027, 0.035], [-0.031, 0.030, -0.047], [-0.001, 0.006, 0.008], [0.093, 0.028, -0.007], [0.015, -0.047, -0.068], [-0.014, 0.031, 0.058], [0.094, 0.088, -0.059], [-0.001, 0.024, 0.033], [-0.004, 0.000, -0.004]]}